Record 1
Here is one molecule with the formula C12H16N2 in a non-equilibrium geometry from OMol25. Energies are from ωB97M-V/def2-TZVPD.

Atoms and positions in Å:
H -0.28685 3.09076 1.48022
H -3.24936 -0.85688 -0.39984
C 1.06303 3.17659 -0.41369
C -0.14792 2.00610 1.16165
H 0.42165 0.30730 -1.58545
C 0.95592 1.33478 2.06821
C 1.10316 -1.40399 -2.50641
H 1.60504 2.15188 2.36884
H 2.60789 -2.94522 -2.68106
C 0.18823 -0.77051 -1.59175
C 1.78999 -2.45867 -2.07120
H 0.96501 3.99330 0.24678
H 1.49687 3.40035 -1.39608
H -0.85332 -0.69027 -1.97302
H 1.46738 0.54864 1.55667
H 0.70015 0.88111 3.05032
H 1.25756 -0.77070 -3.38239
N 0.46871 2.11446 -0.16594
C -3.13878 -0.46272 0.59107
H -3.23893 -1.29342 1.34404
C 0.04267 -1.27693 -0.11862
H -3.73009 0.32352 0.86952
C -1.73153 0.08109 0.81383
N -0.78804 -0.92528 0.74351
C 0.74855 -2.56968 0.17308
H -2.21009 2.09289 1.30921
C 1.46758 -3.10244 -0.80720
C -1.47396 1.37359 1.01158
H 2.03736 -4.11677 -0.63983
H 0.46211 -3.23287 0.94396

## Properties
Relative energy (zero: lowest compared OMol25 entry of this formula, charge and spin), kcal per mole: 95.0
Total charge: 0
Largest force on an atom, hartree/bohr: 0.07300
HOMO-LUMO gap, Ha: 0.31945
Electronic energy, eV: -15679.9808
SMILES: C=N[C@H](C)/C=C(C)\N=C1\C=CC=CC1

For reference, the Löwdin charges in units of e are: 0.128 0.072 -0.048 -0.384 0.099 -0.041 -0.112 0.062 0.116 -0.126 -0.115 0.056 0.078 0.138 0.050 0.085 0.116 -0.005 -0.017 0.101 -0.231 0.036 -0.336 0.134 -0.026 0.098 -0.108 -0.050 0.137 0.093

***

Record 2
Here is an isolated ion of composition C18H38BClO6PS and charge -1 in a non-equilibrium geometry from OMol25. Energies are from ωB97M-V/def2-TZVPD.

Atoms and positions in Å:
C 1.16833 2.63027 0.77167
H 1.55732 -3.87834 1.69247
C 2.66503 2.53295 2.82927
H -3.11711 0.74763 0.53838
H -4.98492 -2.41173 -0.04210
H -2.65846 2.92877 -1.31177
H 1.79345 2.74734 3.43314
C 3.17183 -1.02535 -2.50952
C 1.08655 1.25224 0.12399
C 0.78320 -3.75557 0.94314
H 5.04330 -2.49788 2.14412
C -5.99487 -2.20482 -0.39678
H 4.37868 0.72844 -2.25315
C -5.80220 -0.14036 0.66386
C 2.47620 3.08777 1.43612
H 0.87545 0.08259 -1.57578
H 2.90440 1.47601 2.82368
H 0.44967 2.62285 1.58035
H -6.45115 -0.38904 1.51586
O 1.69461 -2.75052 -1.07360
H 3.43142 -2.97381 2.59237
C 1.40698 -4.00833 -0.43519
H 0.40864 -2.74131 0.98925
H 1.61746 0.45318 0.62792
C -3.34349 1.79872 0.36344
P 3.22663 -2.46936 -1.43249
C -4.67182 1.87194 -0.37350
H -3.44568 2.24928 1.34714
H 2.44519 -1.55358 0.99678
H 3.82143 -0.47111 1.00577
H 2.29188 -4.61799 -0.31315
H 0.02376 -4.49451 1.16633
H 3.49866 3.05030 3.29533
S -1.97609 0.02056 -1.91658
H -6.12450 -2.65731 -1.36816
H -1.81324 3.27921 0.19287
O 0.01673 1.94858 -1.76758
B -1.03626 1.42440 -0.84824
C 3.44179 0.34846 -1.86670
H 0.68063 -4.49743 -1.06572
C 3.52922 -1.51494 0.99457
H -6.76537 1.57439 -0.11537
H 3.49967 0.31014 -0.79330
C 4.03637 -2.12779 2.28253
H -4.86687 2.92594 -0.56518
C 2.36374 1.37454 -2.23036
H 4.02637 -1.40202 3.08785
H 0.84924 3.40493 0.08519
O 4.11639 -2.21324 -0.11323
C -2.20391 2.47310 -0.43629
O 3.80805 -3.61176 -2.13648
H -4.79954 -0.46138 0.94258
H -4.60741 1.36338 -1.32547
H -1.39052 0.16246 -3.10957
H 2.44692 4.16577 1.50543
C -5.85472 1.34136 0.43431
H -5.89462 1.86253 1.38846
Cl 3.97790 2.72522 0.50956
O -0.30886 0.88099 0.31259
H -6.68281 -2.64360 0.33315
H 2.18867 -1.02803 -2.96986
C 1.10041 1.15043 -1.43061
O -6.23321 -0.82477 -0.48817
H 2.10446 1.23476 -3.27910
H 3.87313 -1.24359 -3.29938
H 2.74790 2.37808 -2.10710

## Properties
Total charge: -1
Largest force on an atom, hartree/bohr: 0.03823
HOMO-LUMO gap, Ha: 0.25669
Electronic energy, eV: -64896.1815

For reference, the Löwdin charges in units of e are: -0.136 0.050 -0.143 0.077 0.085 0.085 0.078 -0.184 -0.228 -0.058 0.078 -0.120 0.106 -0.265 -0.693 0.123 0.062 0.121 0.118 -0.208 0.058 -0.244 0.081 0.123 -0.253 0.484 -0.230 0.105 0.092 0.087 0.106 0.071 0.064 0.665 0.082 0.086 -0.029 -1.086 -0.229 0.115 -0.290 0.109 0.033 -0.058 0.106 -0.148 0.072 0.126 -0.174 -0.144 -0.280 0.112 0.092 -0.198 0.086 -0.188 0.108 0.642 -0.048 0.081 0.095 -0.355 -0.178 0.120 0.090 0.091

***

Record 3
Here is one molecule with the formula C4H9NO2 in a non-equilibrium geometry from OMol25. Energies are from ωB97M-V/def2-TZVPD.

Atoms and positions in Å:
C -0.54056 1.13244 -0.61652
H 2.05790 1.22958 -1.01282
C -0.27618 0.32514 0.66478
O 1.20698 -0.09500 -2.14531
H -1.22016 -1.44226 -0.13883
H -1.50609 0.80766 -1.10791
H -0.68100 2.20924 -0.48485
H -0.30482 0.89474 1.59437
H 0.33755 -0.49509 -2.18986
N 1.08676 -0.03563 0.28368
C -1.07271 -0.96071 0.84508
H 1.81258 0.29768 0.90313
O -0.41937 -1.82250 1.74462
C 1.10399 0.65130 -0.98716
H 0.47090 -1.95261 1.38018
H -2.05575 -0.74397 1.26741

## Properties
Relative energy (zero: lowest compared OMol25 entry of this formula, charge and spin), kcal per mole: 69.8
Total charge: 0
Largest force on an atom, hartree/bohr: 0.03100
HOMO-LUMO gap, Ha: 0.38326
Electronic energy, eV: -9877.0331
SMILES: OC[C@@H]1C[C@H](O)N1

For reference, the Löwdin charges in units of e are: -0.005 0.149 -0.354 -0.006 0.120 0.113 0.083 0.142 0.078 0.008 -0.253 0.116 -0.065 -0.326 0.079 0.123

***

Record 4
Here is a 2-piece molecular cluster, C46H50N2O3P overall in a non-equilibrium geometry from OMol25. Energies are from ωB97M-V/def2-TZVPD.

Atoms and positions in Å:
H -5.93437 3.47532 2.69851
H 0.93371 -3.59306 6.15079
C 0.85368 -0.21815 6.65018
O -2.89950 4.00966 6.02934
H -0.16556 -2.70908 -1.80840
P -1.31242 1.60457 6.80995
H 2.84920 5.50424 7.12576
C -1.56706 0.02141 1.53915
C -0.86377 -2.41378 6.37507
C 0.54416 -3.94797 1.37237
C 0.74879 -1.59416 0.47208
C 1.51063 2.20468 0.92012
C -3.61218 1.98204 8.34536
H -4.34070 1.63434 11.65846
C -4.12528 0.07131 -0.00989
H -2.00181 -3.79795 0.37539
H -1.93509 0.96201 11.69718
C 1.88519 3.99136 5.91755
C -1.51974 -2.82576 0.56520
C 2.89935 -1.47355 1.50552
C 2.40337 0.65371 2.71682
C 2.91293 -2.23647 -0.79549
H 0.58926 2.30229 1.50123
H 2.45913 -1.63452 6.38748
C -2.25649 1.62265 8.35809
H -4.65538 4.50651 1.99579
C -0.53703 -0.03036 6.70438
C -1.66106 1.24059 9.57529
C -0.42390 -0.27725 2.28084
C -1.39151 -1.13736 6.58134
H 1.91976 -1.37385 3.40223
C 0.00898 2.83625 6.95254
H 0.80339 3.43108 -0.70579
H 0.40654 -3.55843 2.38965
H -7.38858 -0.78964 -0.55422
H 0.00266 -4.90096 1.30145
H -5.22586 4.30695 5.00009
C -2.97163 3.04611 5.24491
C 1.63966 2.84768 -0.31462
H 4.57428 0.73835 1.10017
H -3.23378 0.38917 -0.55473
C -2.40889 1.24926 10.75733
H 0.71018 2.46943 4.93339
H 1.29334 5.20306 9.05242
H 3.05032 -3.32598 -0.72612
H 4.83142 1.89808 -1.07716
H 1.69572 1.14840 3.39310
C -4.54300 4.31455 4.13649
N 0.66776 -0.89030 1.77864
C 3.75058 1.33398 0.69629
C 0.85989 3.04340 5.85097
C -2.29396 1.78174 5.38790
H -5.24941 -0.42454 3.17941
C 1.17950 4.59396 8.15435
C 1.95742 -0.78743 2.46880
C -2.82603 0.05228 2.13802
H 0.38217 -0.91920 -0.32530
C 2.83336 2.74848 -1.03743
C -4.06403 -0.06361 1.40532
C -3.75712 1.62568 10.73626
C -5.32720 4.37461 2.85073
O 4.08420 -1.73402 1.69498
H -2.47259 -0.99616 6.64541
H -1.76180 -2.54628 1.59386
C 3.89255 1.98815 -0.52661
H -5.99362 5.23916 2.88860
H 3.90719 -1.77619 -0.82122
C -6.44544 -0.65131 1.39298
C -5.30861 -0.19523 -0.70041
C 0.12434 -3.49055 -1.09115
H 2.94212 3.25986 -1.99528
H -2.89382 -0.02844 3.21843
C 2.55054 1.41016 1.41350
H 3.38093 0.59044 3.21787
C 0.52070 -2.59450 6.30350
H -0.55396 -4.34281 -1.24269
C -5.27360 -0.37736 2.08845
H 1.52660 0.63016 6.78308
H -3.87406 5.18241 4.21324
H -7.35084 -0.92974 1.93735
H -4.07859 2.27033 7.40546
H 2.55148 4.12392 5.06286
H -2.29914 1.06126 4.59677
N 2.19902 -1.72468 0.34947
C 2.04916 4.76431 7.07264
C -4.35738 1.99005 9.52807
C 0.15363 3.64613 8.09125
C -6.46899 -0.57054 -0.00894
H -5.40760 2.28494 9.49658
H 1.60931 -4.14825 1.20165
H -1.44296 0.23195 0.46747
H -0.61108 0.94003 9.59869
H -0.53933 3.53608 8.92554
C 1.37703 -1.49709 6.43943
C -0.02162 -2.97369 0.33812
H -1.53830 -3.26585 6.27780
H -1.95988 -2.09724 -0.12944
H -0.36938 -0.03799 3.34852
O -3.76288 3.10060 4.13225
H 2.37522 -1.98432 -1.71310
H 1.13342 -3.83926 -1.32636
H -5.32842 -0.10947 -1.78961

## Properties
Relative energy (zero: lowest compared OMol25 entry of this formula, charge and spin), kcal per mole: 0.0
Total charge: +1
Largest force on an atom, hartree/bohr: 0.04644
HOMO-LUMO gap, Ha: 0.20105
Electronic energy, eV: -66919.2518

Results of the Löwdin charge analysis, in e, for atoms 1 through 99: 0.073 0.110 -0.072 0.012 0.099 1.039 0.110 -0.073 -0.075 -0.021 -0.148 -0.047 -0.058 0.110 -0.017 0.103 0.109 -0.070 -0.053 -0.416 -0.067 -0.018 0.109 0.112 -0.296 0.077 -0.294 -0.089 0.005 -0.081 0.163 -0.291 0.107 0.087 0.116 0.101 0.129 -0.597 -0.075 0.120 0.111 -0.072 0.087 0.112 0.098 0.112 0.099 -0.246 0.063 -0.037 -0.095 -0.178 0.123 -0.060 -0.157 0.038 0.167 -0.077 -0.202 -0.069 -0.079 0.093 0.116 0.081 -0.063 0.079 0.104 -0.057 -0.058 -0.046 0.108 0.104 -0.223 0.142 -0.081 0.100 -0.006 0.105 0.126 0.115 0.098 0.107 0.005 -0.023 -0.067 -0.061 -0.053 -0.045 0.111 0.092 0.121 0.115 0.105 -0.085 -0.520 0.109 0.087 0.150 -0.044